# 1
Density functional theory data (wB97M-V/def2-TZVPD) for a structure of composition C22H15CoF10N4Se.

Geometry as XYZ:
```
53
Properties=species:S:1:pos:R:3:forces:R:3:lowdin_spin:R:1
Co -0.001423 0.485346 0.483782 0.1 0.5 0.4 2.64
C -0.533602 1.856800 3.283188 0.0 -0.2 -0.1 0.01
N -0.317735 2.161587 1.876889 0.0 0.4 -0.1 0.04
C -1.511062 2.743343 1.265067 -0.1 -0.1 0.0 0.00
C -2.594580 1.669735 1.054812 0.0 -0.1 0.1 0.00
N -1.967415 0.377192 0.834498 0.4 -0.2 -0.1 0.05
C -2.723530 -0.717738 0.637007 -0.4 -0.5 0.1 0.01
C -2.165159 -2.000674 0.906094 0.0 0.5 0.0 0.01
F -0.940345 -2.028035 1.466798 0.1 -0.1 -0.1 0.01
C -2.809887 -3.191952 0.692881 -0.2 0.1 -0.1 0.00
F -2.222078 -4.352761 0.995725 0.1 -0.1 0.0 0.00
C -4.104516 -3.194807 0.195323 0.0 0.0 0.0 0.01
F -4.747874 -4.352681 -0.030630 0.0 0.0 0.0 0.00
C -4.718868 -1.982075 -0.037525 0.0 -0.1 0.1 0.00
F -5.973458 -1.968486 -0.504142 -0.1 0.0 0.0 0.00
C -4.064772 -0.787045 0.195233 0.3 0.1 0.1 0.01
F -4.758109 0.347680 -0.044080 -0.1 0.0 -0.1 0.00
C 0.909509 2.930264 1.681389 0.1 -0.1 0.0 0.00
C 2.142894 2.028225 1.834504 0.0 -0.1 0.0 0.00
N 1.888619 0.765294 1.168043 -0.5 -0.1 0.2 0.05
C 2.875749 0.006485 0.686989 0.5 -0.3 -0.2 0.01
C 2.522080 -1.134621 -0.079714 -0.1 0.3 0.1 0.01
F 1.189834 -1.348963 -0.256423 0.0 -0.4 -0.1 0.02
C 3.401914 -2.004365 -0.669747 0.1 0.0 0.1 0.00
F 2.950906 -3.043133 -1.375062 0.0 -0.1 -0.1 0.00
C 4.765830 -1.799062 -0.529415 -0.1 0.1 0.1 0.01
F 5.655701 -2.635872 -1.091029 0.0 0.0 0.0 0.00
C 5.179050 -0.705037 0.206526 0.0 -0.1 -0.1 0.00
F 6.493339 -0.477582 0.348219 0.1 0.0 0.1 0.00
C 4.279672 0.158761 0.800762 -0.3 0.0 0.0 0.01
F 4.806264 1.175947 1.524954 0.0 0.0 0.0 0.00
H -0.665486 2.780465 3.865540 0.0 0.0 0.0 0.00
H 0.317152 1.303730 3.680142 0.0 0.0 0.0 0.00
H -1.421818 1.235883 3.393681 0.0 0.0 0.0 0.00
H -1.221255 3.146695 0.295504 0.0 0.0 0.0 0.00
H -1.915788 3.563615 1.877124 0.0 0.0 0.0 0.00
H -3.222996 1.990235 0.219866 0.0 0.1 0.1 0.00
H -3.238542 1.611963 1.944104 -0.1 0.1 0.0 0.00
H 0.969097 3.776660 2.382305 0.0 0.0 0.0 0.00
H 0.899995 3.321275 0.663301 -0.1 0.0 0.0 0.00
H 2.370349 1.869726 2.898277 0.0 0.1 0.0 0.00
H 2.990220 2.565034 1.404261 0.0 0.0 0.0 0.00
Se 0.323018 1.685525 -1.634720 0.1 0.3 -0.2 0.08
C 0.204597 0.263347 -2.884704 -0.2 0.1 0.1 0.01
C 1.036096 0.216146 -4.002296 0.0 -0.1 0.0 0.01
C 0.882540 -0.819924 -4.908607 0.0 0.1 0.0 0.00
N -0.021171 -1.789111 -4.786196 0.0 -0.2 -0.1 0.00
C -0.807443 -1.743157 -3.712171 0.0 0.0 0.0 0.00
C -0.742682 -0.752388 -2.747800 0.1 -0.1 -0.1 0.01
H 1.791082 0.976608 -4.151361 0.0 0.0 0.0 0.00
H 1.520914 -0.877860 -5.785800 0.0 0.0 0.0 0.00
H -1.536526 -2.544127 -3.629593 0.0 0.0 0.1 0.00
H -1.418304 -0.762110 -1.901775 0.0 0.0 0.0 0.00
```
Forces are in eV/Å.

Results
- highest occupied orbital energy (alpha / beta) (hartree) = -0.162 / -0.166
- net charge = -1
- 2S+1 = 4

---

# 2
Density functional theory data (wB97M-V/def2-TZVPD) for a structure of composition C22H15F2NO14Pt.

Geometry as XYZ:
```
55
Properties=species:S:1:pos:R:3:forces:R:3:lowdin_spin:R:1
Pt -0.533494 0.547115 -0.622291 -2.0 -0.6 0.6 1.47
C -3.993003 1.730327 1.108837 -0.3 0.5 -0.6 0.02
C -2.729210 1.873594 0.646139 1.3 -0.7 0.7 0.01
C -1.565520 1.959413 1.664646 -0.3 -0.8 -0.3 0.01
O -0.398190 1.743758 1.185825 0.5 0.9 0.2 0.08
C -1.834791 2.131817 3.000071 0.1 0.4 -0.4 0.00
C -3.167203 2.110496 3.489154 0.3 0.7 0.7 0.00
C -4.305314 1.779989 2.508128 -0.1 -0.5 -0.2 0.00
O -5.415979 1.510536 2.930270 -0.3 0.3 0.3 0.01
O -3.438492 2.375640 4.662930 -0.3 -0.2 -0.1 0.00
O -2.315831 1.782253 -0.577635 -0.5 0.1 -0.2 0.12
H -4.804709 1.544201 0.416041 0.0 -0.1 0.0 0.00
H -1.033179 2.356771 3.692183 0.0 -0.3 0.1 0.00
C -3.966185 -2.053629 -0.350215 0.5 0.4 -0.4 0.00
C -2.648725 -1.650969 -0.417798 0.5 0.0 0.8 0.00
C -1.765324 -1.761764 0.847101 -0.2 1.4 -0.1 0.01
O -0.615046 -1.169184 0.764010 0.3 -0.4 0.0 0.12
C -2.282315 -2.241878 2.012534 -0.1 -0.8 -0.5 0.02
C -3.681113 -2.576105 2.109600 0.5 0.2 0.9 0.00
C -4.570380 -2.451281 0.866316 -0.8 -0.2 -0.7 0.00
O -5.777438 -2.688606 0.959457 0.1 -0.1 0.3 0.00
O -4.177957 -2.844315 3.196588 -0.3 -0.4 -0.1 0.01
O -2.090052 -1.127624 -1.417446 0.3 0.1 -0.8 0.04
H -4.546170 -1.793491 -1.228217 -0.4 -0.3 0.1 0.00
H -1.679385 -2.344911 2.904231 0.0 0.3 0.1 0.00
C 5.270029 1.402565 -0.025182 0.2 -0.1 0.5 0.00
C 4.800774 2.325895 1.097551 -0.4 -0.3 -0.3 0.00
O 3.417747 2.176093 1.084509 0.1 0.0 0.1 0.00
C 3.020682 1.468854 -0.022193 0.0 0.0 0.1 0.00
O 1.925342 1.110373 -0.234404 0.8 0.2 -0.1 0.00
O 4.110895 1.236632 -0.814057 0.1 -0.2 -0.1 0.00
F 5.126182 3.628465 0.809445 0.1 0.1 0.1 0.00
H 5.592357 0.445276 0.396475 -0.1 -0.1 -0.1 0.00
H 6.098097 1.815561 -0.594622 -0.2 0.2 -0.1 0.00
H 5.151242 2.071797 2.094629 0.2 0.2 0.0 0.00
C 2.572619 -4.104709 -0.373944 0.4 -0.2 -0.2 0.00
C 3.699619 -3.094531 -0.199372 -0.7 0.2 0.4 0.00
O 3.107696 -1.882674 -0.569187 0.1 -0.1 0.0 0.00
C 1.868218 -2.129477 -1.123183 -0.5 -0.2 0.0 0.00
O 1.046172 -1.324935 -1.353600 0.7 0.0 -0.7 0.02
O 1.731522 -3.469601 -1.322192 -0.1 0.1 0.5 0.00
F 4.772856 -3.373824 -1.006039 0.1 0.1 -0.1 0.00
H 2.080940 -4.269142 0.587419 -0.3 0.1 -0.1 0.00
H 2.895394 -5.057117 -0.786382 0.2 0.0 0.0 0.00
H 4.027276 -2.984705 0.833133 0.4 -0.1 -0.1 0.00
N 1.106279 1.045113 -3.518146 0.0 0.0 0.2 0.00
C -0.121339 0.446698 -3.689731 0.4 0.9 -1.1 0.00
C -1.071272 1.377065 -3.347460 -0.3 -1.1 0.5 0.01
C -0.399964 2.486702 -2.785027 0.3 0.6 0.1 0.01
C 0.952545 2.273473 -2.916002 -0.1 -0.3 -0.9 0.02
H 1.946426 0.721866 -3.959885 0.1 -0.1 0.4 0.00
H -0.191163 -0.513412 -4.169886 -0.1 -0.1 0.2 0.00
H -2.132838 1.194221 -3.363577 0.0 0.1 0.2 0.00
H -0.880845 3.334583 -2.327614 0.1 0.0 0.1 0.00
H 1.811495 2.900747 -2.751956 -0.1 0.0 0.3 0.00
```
Forces are in eV/Å.

Results
- highest occupied orbital energy (alpha / beta) (hartree) = -0.041 / -0.041
- net charge = -2
- 2S+1 = 3

---

| no. | largest force on an atom (eV/A) |
| --- | --- |
| 1 | 0.6 |
| 2 | 2.2 |